Entry i
77
Properties=species:S:1:pos:R:3:mulliken_charge:R:1 method="wB97M-V/def2-TZVPD" homo_lumo_gap_ev=10.49 multiplicity=1 smiles="C[N+](=O)[O-].C[N+](=O)[O-].C[N+](=O)[O-].C[N+](=O)[O-].C[N+](=O)[O-].C[N+](=O)[O-].C[N+](=O)[O-].C[N+](=O)[O-].C[N+](=O)[O-].C[N+](=O)[O-].C[N+](=O)[O-]"
O -25.161 -4.372 0.588 -0.603
O -18.586 -2.508 1.349 -0.558
O -20.637 -2.144 -3.502 -0.531
O -28.268 -2.023 4.435 -0.587
O -22.591 -7.407 2.173 -0.532
O -22.091 -2.852 -2.106 -0.292
O -22.208 2.836 -2.450 -0.582
O -21.782 -0.890 2.579 -0.482
O -24.970 -2.746 -0.809 -0.397
O -26.224 -2.455 4.929 -0.549
O -22.023 -0.425 4.645 -0.565
O -29.027 -3.088 -3.490 -0.553
O -29.074 -0.937 -3.528 -0.562
O -19.987 -3.584 0.150 -0.533
O -25.274 2.313 0.338 -0.563
O -26.197 -6.453 -4.300 -0.572
O -23.302 -6.784 0.256 -0.412
O -24.158 -5.046 3.386 -0.458
O -24.240 0.465 -0.015 -0.353
O -22.832 -3.671 4.378 -0.546
O -26.846 -7.681 -2.641 -0.555
O -21.074 1.465 -1.240 -0.562
N -27.159 -2.412 4.165 1.002
N -21.477 -1.008 3.743 0.981
N -21.279 -3.023 -2.989 0.795
N -19.456 -2.558 0.518 1.007
N -28.664 -1.992 -3.110 0.936
N -24.576 -3.423 0.121 1.274
N -23.326 -4.769 4.214 0.976
N -26.425 -6.644 -3.129 0.949
N -22.486 -7.296 0.968 0.819
N -22.002 1.732 -2.008 0.981
N -24.910 1.202 0.681 0.859
C -25.472 0.691 1.965 -0.255
C -23.230 -3.142 0.659 -0.089
C -20.435 -2.007 4.085 -0.823
C -22.704 -5.905 4.937 -0.900
C -22.799 0.618 -2.637 -0.344
C -26.895 -2.831 2.783 -0.063
C -26.111 -5.556 -2.181 -0.441
C -21.146 -7.615 0.370 -0.712
C -27.539 -1.994 -2.133 -0.515
C -20.998 -4.416 -3.430 -0.832
C -19.929 -1.298 -0.091 -0.615
H -20.520 -6.761 0.601 0.250
H -22.378 0.555 -3.638 0.367
H -26.541 -1.966 2.221 -0.146
H -27.803 -3.143 2.277 0.299
H -19.483 -1.477 4.112 0.318
H -22.437 -5.573 5.934 0.332
H -19.477 -1.085 -1.049 0.428
H -20.460 -2.827 3.386 0.248
H -24.906 1.104 2.791 0.327
H -26.527 0.927 1.957 0.320
H -19.929 -4.513 -3.551 0.310
H -25.307 -0.380 1.983 -0.321
H -26.149 -3.617 2.779 0.046
H -21.558 -4.590 -4.348 0.324
H -23.829 0.937 -2.704 0.259
H -27.358 -1.048 -1.639 0.279
H -21.408 -5.096 -2.692 0.242
H -26.239 -4.585 -2.633 0.089
H -21.007 -1.360 -0.230 -0.084
H -23.414 -6.722 4.964 0.305
H -20.630 -2.324 5.103 0.326
H -27.697 -2.771 -1.396 0.249
H -22.637 -0.284 -2.072 -0.135
H -23.379 -2.901 1.715 0.172
H -19.887 -0.514 0.662 0.334
H -26.692 -2.266 -2.760 0.168
H -21.830 -6.220 4.379 0.299
H -20.805 -8.516 0.871 0.310
H -25.084 -5.726 -1.868 0.206
H -21.281 -7.818 -0.683 0.270
H -26.781 -5.667 -1.338 0.289
H -22.829 -2.228 0.243 -0.418
H -22.584 -3.992 0.493 0.096

Entry ii
77
Properties=species:S:1:pos:R:3:mulliken_charge:R:1 method="wB97M-V/def2-TZVPD" homo_lumo_gap_ev=8.22 multiplicity=1
O 1.057 -1.027 0.577 -0.507
O 3.457 -3.018 0.443 -0.587
O -0.479 1.576 4.249 -0.648
O 0.507 1.352 -5.268 -0.635
O -4.300 3.205 0.444 -0.601
O 4.290 -2.278 3.261 -0.682
O -0.570 5.313 -0.294 -0.597
O -1.334 1.782 1.494 -0.289
O 2.397 -3.293 2.933 -0.653
O 0.238 -4.525 -3.306 -0.619
O -1.486 -1.348 0.884 -0.219
O -2.685 0.340 0.343 -0.064
O -1.516 -3.277 -3.586 -0.643
O 2.343 0.829 -0.083 -0.536
O 0.627 -0.065 3.426 -0.647
O 0.603 -0.931 -1.504 0.206
O -2.914 2.976 2.341 -0.648
O -4.341 2.494 -1.606 -0.644
O 0.575 4.409 -1.871 -0.619
O 2.271 0.345 -4.515 -0.535
O 2.528 -3.441 -1.447 -0.697
O 2.332 0.821 -2.280 -0.583
N 2.630 0.362 -1.198 1.042
N -3.725 2.738 -0.535 1.077
N -2.510 -0.847 0.386 0.479
N 0.148 4.408 -0.709 1.065
N 0.457 -0.495 -0.318 0.025
N -1.732 2.727 2.195 0.766
N 2.511 -3.290 -0.215 1.444
N -0.507 -3.609 -2.958 0.973
N -0.414 0.535 3.607 1.222
N 3.175 -2.386 2.762 1.238
N 1.069 0.453 -4.685 1.113
C -0.191 0.791 0.018 -0.679
C -2.300 2.254 -0.382 -1.369
C -0.818 3.505 2.949 -1.262
C 2.572 -1.166 2.045 -1.394
C 0.238 -0.559 -3.969 -0.755
C 1.200 -3.455 0.485 -0.303
C -3.608 -1.740 -0.127 -1.008
C -1.663 -0.013 2.978 -2.314
C 3.337 -0.961 -1.186 -0.966
C 0.013 -2.677 -1.930 0.603
C 0.550 3.417 0.253 0.255
H 1.077 3.957 1.039 0.489
H -1.184 3.546 3.975 0.424
H -0.051 -1.386 -4.618 0.478
H -0.406 3.005 0.577 -0.884
H 3.010 -1.551 -0.329 -0.017
H -2.458 0.693 3.218 0.424
H -0.883 0.580 0.833 -1.987
H -1.825 -0.906 3.581 0.451
H 0.577 1.489 0.352 1.010
H 1.477 -3.377 1.537 0.804
H -1.807 3.222 -0.292 0.363
H 0.639 -4.339 0.182 0.412
H -0.958 4.531 2.610 0.439
H 0.668 -0.990 -3.065 0.391
H 2.743 -1.164 0.968 0.836
H 4.387 -0.718 -1.022 0.329
H -2.015 1.691 -1.270 0.921
H -3.904 -2.480 0.616 0.321
H 0.667 -2.543 0.216 -0.255
H 3.253 -1.564 -2.090 0.372
H -0.917 1.077 -0.743 0.481
H -1.549 -0.196 1.909 1.984
H -0.668 -0.012 -3.709 0.364
H 0.646 -1.930 -2.409 -0.066
H -2.263 1.635 0.515 0.698
H 2.893 -0.237 2.516 0.431
H 0.188 3.089 2.882 0.329
H -4.476 -1.106 -0.303 0.382
H 1.103 2.641 -0.276 0.207
H 0.571 -3.279 -1.213 -0.599
H 1.505 -1.312 2.212 0.473
H -0.810 -2.182 -1.413 -0.121
H -3.265 -2.115 -1.092 0.308

What should be chosen as the least stable of them? Choose entry ii.

Entry i
15
Properties=species:S:1:pos:R:3:nbo_charge:R:1 method="wB97M-V/def2-TZVPD" homo_lumo_gap_ev=11.62 multiplicity=1 smiles=ClCCl.ClCCl.ClCCl
Cl -0.123 -0.302 1.888 -0.048
Cl 3.178 4.610 6.054 -0.034
Cl -0.895 -3.583 -5.314 -0.030
Cl -1.695 -0.522 -0.580 0.003
Cl -1.579 -1.021 -6.458 -0.031
Cl 4.366 2.049 5.202 -0.016
C -2.232 -2.579 -5.851 -0.394
C 3.494 3.493 4.691 -0.395
C -1.622 -0.960 1.095 -0.399
H -2.921 -2.364 -5.034 0.225
H -1.531 -2.047 1.100 0.219
H 4.131 4.054 4.007 0.220
H 2.594 3.210 4.146 0.225
H -2.541 -0.765 1.647 0.226
H -2.622 -3.273 -6.594 0.230

Entry ii
15
Properties=species:S:1:pos:R:3:nbo_charge:R:1 method="wB97M-V/def2-TZVPD" homo_lumo_gap_ev=11.70 multiplicity=1 smiles=ClCCl.ClCCl.ClCCl
Cl -19.115 20.075 21.139 -0.039
Cl -19.443 15.763 21.360 -0.014
Cl -24.963 23.672 17.951 -0.028
Cl -21.477 21.784 21.095 -0.016
Cl -17.257 15.786 23.329 -0.037
Cl -25.048 23.112 20.827 -0.017
C -17.926 16.506 21.843 -0.394
C -19.812 21.635 21.612 -0.395
C -24.641 22.494 19.234 -0.398
H -23.584 22.257 19.203 0.222
H -17.185 16.368 21.067 0.221
H -19.767 21.698 22.692 0.225
H -25.245 21.617 19.039 0.222
H -19.225 22.424 21.159 0.225
H -18.103 17.555 22.045 0.223

What should be chosen as the least stable of them? Choose entry i.

Entry i
15
Properties=species:S:1:pos:R:3:nbo_charge:R:1 method="wB97M-V/def2-TZVPD" homo_lumo_gap_ev=9.83 multiplicity=1 smiles=NCN.O.O
O 2.926 1.259 -1.108 -0.961
O -3.224 1.553 -1.407 -0.937
N 0.589 0.127 0.517 -0.864
N 0.562 -2.250 0.713 -0.865
C -0.233 -1.068 0.355 -0.044
H -4.178 1.424 -1.522 0.470
H -0.652 -1.248 -0.627 0.187
H -1.014 -1.101 1.117 0.151
H 0.295 -2.672 1.578 0.361
H 2.222 0.818 -0.575 0.488
H 0.801 0.156 1.507 0.356
H 0.115 0.982 0.316 0.368
H 3.391 1.732 -0.417 0.454
H 1.554 -2.156 0.598 0.369
H -3.154 2.443 -1.044 0.467

Entry ii
15
Properties=species:S:1:pos:R:3:nbo_charge:R:1 method="wB97M-V/def2-TZVPD" homo_lumo_gap_ev=9.34 multiplicity=1 smiles=NCN.O.O
O 1.266 -1.577 0.490 -0.920
O -1.601 -1.690 2.785 -0.944
N 1.202 1.538 -1.675 -0.841
N -0.608 0.682 -0.405 -0.885
C -0.299 1.405 -1.638 -0.036
H -0.911 -0.985 2.623 0.465
H -0.713 1.113 -2.621 0.178
H -0.688 2.523 -1.422 0.137
H 1.950 -1.024 0.184 0.464
H 0.981 -1.225 1.342 0.457
H 1.398 1.855 -2.624 0.352
H 1.677 0.597 -1.671 0.346
H -1.648 0.693 -0.133 0.371
H -0.026 0.858 0.490 0.375
H -1.705 -2.239 2.017 0.481

What should be chosen as the least stable of them? Choose entry ii.

Entry i
14
Properties=species:S:1:pos:R:3:nbo_charge:R:1 method="wB97M-V/def2-TZVPD" total_charge=+1 homo_lumo_gap_ev="7.18 / 7.18" multiplicity=1
I 3.446 0.432 -0.090 0.250
N 1.440 -1.880 0.144 -0.318
C -1.084 1.412 0.622 -0.514
C -1.567 1.297 -0.811 -0.542
C -0.648 0.343 -0.201 0.271
C 0.407 -2.100 -0.474 0.047
C 2.130 -1.003 0.760 -0.013
H -2.664 1.039 -0.873 0.299
H -0.183 2.013 0.835 0.280
H 2.274 -0.893 1.749 0.221
H -0.297 -0.888 -0.484 0.217
H -1.523 1.831 -1.661 0.268
H -1.830 1.531 1.308 0.297
H 0.097 -3.135 -0.824 0.238

Entry ii
14
Properties=species:S:1:pos:R:3:nbo_charge:R:1 method="wB97M-V/def2-TZVPD" total_charge=+1 homo_lumo_gap_ev="5.84 / 5.84" multiplicity=1
I -3.099 -0.380 0.577 0.393
N 0.816 -2.275 0.499 -1.113
C -1.228 1.364 -1.311 -0.303
C -0.207 0.683 0.677 -0.099
C -1.378 0.665 0.042 -0.130
C 0.056 1.496 -1.346 0.512
C 0.827 1.342 -0.138 -0.595
H 1.201 -2.545 -0.422 0.378
H 1.227 2.263 0.330 0.317
H 0.708 -3.179 1.011 0.388
H 1.482 -1.668 1.041 0.359
H -2.028 1.554 -2.024 0.309
H 1.711 0.660 -0.460 0.307
H -0.087 0.018 1.526 0.278

What should be chosen as the least stable of them? Choose entry i.

Entry i
8
Properties=species:S:1:pos:R:3:nbo_charge:R:1 method="wB97M-V/def2-TZVPD" homo_lumo_gap_ev=7.34 multiplicity=1 smiles="S=C1N=CC=N1"
S -2.765 -0.012 -0.026 0.238
N -0.460 -1.164 0.172 -0.374
N -0.411 1.285 0.047 -0.381
C 0.738 -0.782 -0.137 0.026
C -1.194 0.048 0.045 0.035
C 0.763 0.675 0.030 0.028
H 1.666 1.378 0.002 0.210
H 1.664 -1.428 -0.133 0.219

Entry ii
8
Properties=species:S:1:pos:R:3:nbo_charge:R:1 method="wB97M-V/def2-TZVPD" homo_lumo_gap_ev=9.32 multiplicity=1 smiles="N#CCN=C=S"
S -1.008 -1.689 -2.454 0.090
N -0.293 2.321 -0.222 -0.245
N 0.053 -1.019 -0.005 -0.469
C -0.595 -1.152 -1.049 0.207
C 0.215 1.451 0.277 0.222
C 0.162 0.180 0.891 -0.316
H 1.436 0.154 0.795 0.247
H 0.031 -0.246 1.768 0.265

Entry iii
8
Properties=species:S:1:pos:R:3:nbo_charge:R:1 method="wB97M-V/def2-TZVPD" homo_lumo_gap_ev="8.70 / 6.29" multiplicity=1
S 3.048 -0.155 -0.083 0.320
N 1.856 1.021 0.091 -0.547
N 0.154 -0.729 -0.186 -0.478
C -1.184 -0.611 0.277 -0.145
C 1.122 -0.004 -0.077 0.511
C -1.597 0.520 -0.163 -0.125
H -1.798 1.539 -0.436 0.233
H -1.601 -1.582 0.577 0.231

What should be chosen as the least stable of them? Choose entry iii.

Entry i
11
Properties=species:S:1:pos:R:3:lowdin_spin:R:1 method="wB97M-V/def2-TZVPD" homo_lumo_gap_ev="4.48 / 12.57" multiplicity=2
O 1.399 -1.287 0.686 0.117
N -0.306 0.210 -0.397 0.244
C -1.272 1.322 -0.336 0.173
H 2.303 -1.455 0.327 0.025
H -0.725 2.283 -0.171 0.019
H 0.590 0.600 -0.302 0.061
H -1.968 1.079 0.464 0.033
H -0.536 -0.397 0.467 0.102
H 1.243 -2.217 1.068 0.029
H -0.485 -0.425 -1.275 0.163
H -1.843 1.422 -1.270 0.036

Entry ii
11
Properties=species:S:1:pos:R:3:lowdin_spin:R:1 method="wB97M-V/def2-TZVPD" homo_lumo_gap_ev="4.51 / 11.55" multiplicity=2
O 0.155 -0.526 -0.735 0.121
N -0.876 1.652 0.603 0.331
C 1.009 -1.520 -0.296 0.056
H -0.586 2.506 1.138 0.136
H -1.676 1.295 1.105 0.127
H -0.442 -0.789 -1.486 0.029
H 1.935 -1.189 0.287 0.007
H 0.467 -2.028 0.499 0.010
H 1.293 -2.226 -1.237 0.004
H -1.091 1.936 -0.357 0.130
H -0.188 0.888 0.479 0.048

What should be chosen as the least stable of them? Choose entry ii.

Entry i
13
Properties=species:S:1:pos:R:3:nbo_charge:R:1 method="wB97M-V/def2-TZVPD" homo_lumo_gap_ev=8.44 multiplicity=1
Br -1.655 2.016 0.354 0.067
Br -3.229 -0.737 -0.066 0.051
S 1.217 -1.134 0.412 0.290
C -0.350 -0.723 -1.879 -0.426
C 1.920 0.443 1.059 -0.706
C -0.045 -0.681 -0.579 -0.152
C -1.680 0.161 0.663 -0.483
H -1.493 -0.052 1.754 0.219
H 0.265 -1.069 -2.670 0.219
H 2.971 0.169 1.198 0.235
H -1.203 -0.280 -2.425 0.233
H 1.386 0.767 1.927 0.224
H 1.896 1.119 0.254 0.228

Entry ii
13
Properties=species:S:1:pos:R:3:nbo_charge:R:1 method="wB97M-V/def2-TZVPD" homo_lumo_gap_ev=9.26 multiplicity=1 smiles="S/C=C/Br.C=CBr"
Br 0.742 1.153 -2.410 0.055
Br 1.079 -1.873 1.559 0.015
S 0.181 1.959 1.965 0.079
C 0.740 1.678 0.348 -0.402
C 0.129 -1.462 -0.094 -0.225
C 0.007 1.593 -0.731 -0.317
C -1.168 -1.356 -0.271 -0.430
H -1.121 1.806 1.634 0.125
H -1.130 1.819 -0.711 0.225
H -1.475 -1.051 -1.380 0.225
H 0.745 -1.033 -0.825 0.199
H 1.817 1.553 0.153 0.242
H -1.835 -1.755 0.407 0.208

What should be chosen as the least stable of them? Choose entry i.

Entry i
14
Properties=species:S:1:pos:R:3:nbo_charge:R:1 method="wB97M-V/def2-TZVPD" homo_lumo_gap_ev=8.67 multiplicity=1
S 2.355 -1.326 0.568 -0.137
O 1.146 1.133 -0.558 -0.706
C -1.050 0.043 0.315 -0.833
C 2.517 1.109 -0.574 0.058
C -1.740 -0.045 -1.016 -0.580
C 3.166 0.000 -0.267 -0.406
B 0.477 0.170 0.073 1.062
H 4.184 0.213 -0.217 0.224
H -1.668 -1.041 -1.400 0.208
H -2.734 0.156 -0.898 0.209
H -1.461 0.633 -1.726 0.210
H -1.512 0.882 0.873 0.249
H 2.909 2.154 -0.658 0.203
H -1.266 -0.755 0.878 0.239

Entry ii
14
Properties=species:S:1:pos:R:3:nbo_charge:R:1 method="wB97M-V/def2-TZVPD" homo_lumo_gap_ev=8.30 multiplicity=1
S -0.493 0.611 2.008 0.126
O -1.276 -1.320 -0.202 -0.667
C 1.530 0.169 -0.379 -0.884
C -2.011 -0.375 1.862 -0.563
C 1.506 1.018 -1.654 -0.565
C -2.104 -1.208 0.806 0.227
B 0.331 0.191 0.548 0.752
H 2.421 0.830 -2.211 0.215
H 0.660 0.623 -2.053 0.214
H -2.921 -0.194 2.335 0.234
H 2.472 0.424 0.125 0.261
H 1.283 1.989 -1.430 0.203
H -2.957 -1.864 0.959 0.172
H 1.559 -0.895 -0.714 0.276

What should be chosen as the least stable of them? Choose entry ii.